Below is a 21-piece molecular cluster, H42O21 overall at a distorted geometry, with properties calculated with wB97M-V/def2-TZVPD.

The value obtained for the largest force on an atom is 4.3 eV/Å. The calculation puts the LUMO energy at -0.19 eV. For the HOMO energy, the calculation gives -9.64 eV. The energy above the lowest of the compared OMol25 structures with the same formula, charge and spin is 188.5 kcal per mole. The value obtained for the HOMO-LUMO gap is 9.45 eV.

The geometry in ORCA input format:
```
! wB97M-V def2-TZVPD RIJCOSX def2/J DEFGRID3
* xyz 0 1
O -2.2667 0.9964 -2.0234
H -2.7944 1.7760 -2.2455
H -2.4316 0.8626 -1.0651
O -1.8583 -1.9138 -5.0251
H -1.6703 -0.9794 -5.0631
H -2.7579 -1.9266 -4.6092
O -3.4456 -2.8354 -2.8087
H -3.3097 -2.4529 -1.9495
H -3.1878 -3.7729 -2.6510
O -1.4633 -0.2940 3.7388
H -1.1283 0.3018 3.0370
H -0.6385 -0.4320 4.2411
O 4.3796 -1.0103 -1.1154
H 4.9007 -1.7620 -0.8146
H 4.7564 -0.1631 -1.2724
O -4.0188 1.8262 1.1684
H -4.3945 1.0703 0.6779
H -3.2521 1.4179 1.5691
O 1.8462 3.6806 -2.5724
H 0.9893 4.0916 -2.6878
H 1.6897 3.3003 -1.6878
O 0.5924 -3.0752 0.2464
H 1.5369 -2.9680 0.1444
H 0.2704 -3.2451 -0.6430
O 3.5061 -2.3486 1.6491
H 3.2414 -1.6699 0.9896
H 2.9042 -2.9427 2.0906
O -3.9535 -0.1657 -0.6499
H -4.7746 -0.4849 -0.2399
H -3.7144 -0.8644 -1.3292
O -1.0521 1.4014 1.0421
H -0.7207 2.2835 1.3058
H -0.4356 1.1946 0.2905
O 0.6776 0.0162 -0.2120
H 0.8093 0.3681 -1.2289
H 0.7367 -0.9045 -0.2116
O 4.0785 0.3547 0.9763
H 4.3686 0.2773 1.8882
H 3.4345 1.0654 0.9193
O 1.2298 3.8164 2.3305
H 1.3318 4.2023 1.4324
H 0.5735 4.4679 2.6537
O -2.4348 4.0273 0.1031
H -3.2425 4.3700 0.5336
H -2.5201 3.0690 0.2217
O -0.2873 -2.4343 2.9432
H -0.9735 -2.8977 2.4629
H 0.3755 -2.2216 2.3027
O 2.5776 2.0942 2.0071
H 1.6961 1.7542 1.8491
H 2.7037 2.5718 2.8115
O -2.2757 -2.1543 -0.3636
H -1.7254 -2.5508 0.3051
H -2.9588 -1.6461 0.1415
O 2.7335 -1.4506 -4.0213
H 2.1904 -1.9225 -4.6563
H 3.0661 -2.0709 -3.3811
O 0.6371 -1.1191 5.2976
H 1.4651 -0.8319 4.9341
H 0.4556 -2.0706 5.0159
O 1.3538 0.8270 -2.5454
H 1.2128 0.3489 -3.3827
H 1.3660 1.7480 -2.8643
*
```

Löwdin atomic charge list, values in e, 5 entries:
1. O -0.070
2. H 0.048
3. H 0.008
4. O -0.086
5. H 0.012

Below is a 21-piece molecular cluster, H42O21 overall at a distorted geometry, with properties calculated with wB97M-V/def2-TZVPD.

The value obtained for the largest force on an atom is 3.4 eV/Å. The calculation puts the LUMO energy at 0.13 eV. For the HOMO energy, the calculation gives -10.35 eV. The energy above the lowest of the compared OMol25 structures with the same formula, charge and spin is 79.5 kcal per mole. The value obtained for the HOMO-LUMO gap is 10.48 eV.

The geometry in ORCA input format:
```
! wB97M-V def2-TZVPD RIJCOSX def2/J DEFGRID3
* xyz 0 1
O -2.3120 -0.7833 4.5632
H -2.9463 -1.4593 4.8150
H -2.4720 -0.5817 3.6225
O 2.6074 3.4831 -1.7803
H 2.1995 4.1055 -1.1490
H 2.6378 2.6429 -1.2696
O 0.7546 2.9829 -3.8584
H 1.1651 3.3645 -4.5965
H 1.3574 3.2691 -3.1287
O -3.0597 0.7432 1.6897
H -3.2644 1.4377 1.0334
H -2.0711 0.6200 1.5814
O -0.8568 4.7060 -1.6972
H -0.4025 3.8518 -1.9255
H -1.0326 5.0842 -2.5702
O -0.3837 -2.6354 -0.7834
H -0.0847 -2.5076 -1.7253
H -1.2864 -2.5251 -0.6373
O 2.4951 0.9884 -0.7719
H 2.8187 0.2957 -1.4193
H 2.4965 0.5434 0.0826
O 1.6512 -0.2876 3.1994
H 1.7863 -0.9961 2.5492
H 1.1213 -0.7098 3.9108
O 0.7566 -2.6226 -3.2319
H 0.0655 -2.7910 -3.8349
H 0.7668 -1.6327 -3.3614
O 3.2266 -3.0214 -1.4446
H 2.9607 -3.0437 -0.5245
H 2.5595 -3.6336 -1.8089
O 0.1916 0.2509 5.5149
H 0.5471 -0.2834 6.2070
H -0.6599 -0.0696 5.2124
O -5.0793 -1.2856 1.0991
H -4.6272 -0.5335 1.5061
H -4.3508 -1.8468 0.8918
O 0.3734 2.8373 4.2645
H 0.3368 3.3667 5.0781
H 0.7093 1.9956 4.6687
O -0.5764 0.8398 2.2944
H -0.5867 1.7571 2.6084
H 0.3089 0.5504 2.5042
O 1.4581 -5.2570 -0.9198
H 0.6478 -4.9586 -1.3640
H 1.2781 -5.9820 -0.3231
O 1.7193 -2.1119 1.0861
H 1.6048 -3.0211 1.4175
H 0.8981 -2.0713 0.5304
O -3.1114 2.9739 -0.2910
H -3.5118 3.5849 0.3029
H -2.5554 3.4639 -0.9455
O -3.1797 -1.6125 -0.9375
H -2.6995 -0.7878 -1.1676
H -4.0881 -1.5788 -1.2542
O 1.1583 0.0079 -4.1115
H 0.9887 0.9769 -4.1466
H 1.8863 -0.2866 -3.6117
O -1.1218 0.7560 -1.4315
H -1.6671 1.3883 -0.9153
H -0.2699 0.8160 -0.9692
O 3.2960 -0.6908 -2.8064
H 4.1416 -0.4915 -3.1702
H 3.2864 -1.5837 -2.3495
*
```

Löwdin atomic charge list, values in e, 5 entries:
1. O -0.043
2. H 0.054
3. H 0.037
4. O -0.077
5. H 0.063

Below is H43O21 as an isolated structure at a distorted geometry, with properties calculated with wB97M-V/def2-TZVPD.

The value obtained for the largest force on an atom is 3.4 eV/Å. The calculation puts the LUMO energy at -2.35 eV. For the HOMO energy, the calculation gives -13.30 eV. The energy above the lowest of the compared OMol25 structures with the same formula, charge and spin is 0.0 kcal per mole. The value obtained for the HOMO-LUMO gap is 10.95 eV.

The geometry in ORCA input format:
```
! wB97M-V def2-TZVPD RIJCOSX def2/J DEFGRID3
* xyz 1 1
O -2.3380 -1.5791 2.0906
H -1.7313 -1.8178 2.7891
H -2.2895 -2.2346 1.3662
O -1.0777 -0.1489 0.4278
H -1.2421 -0.8122 -0.2364
H -1.4242 -0.5448 1.2822
O -1.7494 2.6476 -0.7146
H -1.2233 3.0949 0.1741
H -1.7268 1.6939 -0.4565
O 2.0647 0.7384 -2.2288
H 0.7042 1.8439 -1.8630
H 2.3875 1.6007 -1.9708
O -0.9256 -1.4704 -2.2981
H -1.3122 -0.8845 -2.8908
H -0.3891 -2.0348 -2.8403
O -0.5281 1.7455 -4.4679
H -1.2485 2.2131 -4.7958
H 0.0690 1.5943 -5.2422
O 0.2253 2.6992 -2.2380
H -0.7380 2.7468 -1.4267
H -0.0145 2.3083 -3.1775
O 1.4809 4.8788 -0.3804
H 0.9503 4.8294 0.4588
H 0.8546 4.5478 -1.0032
O -0.5771 -2.6086 3.7157
H 0.0135 -1.8143 3.7380
H -0.6850 -2.9421 4.5912
O 0.4859 -0.3333 3.7033
H -0.1282 0.3338 4.0282
H 1.1019 0.0499 3.0393
O 1.3593 1.2544 1.2799
H 0.8209 0.6292 0.7180
H 2.1020 1.5527 0.7213
O -0.0471 -5.0548 -0.7642
H 0.2680 -5.9690 -0.8395
H 0.5444 -4.6903 -0.1376
O -1.3507 2.7523 3.3716
H -1.9474 2.0141 3.3152
H -1.6458 3.4765 3.9076
O 3.0025 2.6231 -0.3902
H 3.9875 2.6983 -0.3098
H 2.5927 3.4644 -0.3388
O -2.4204 -2.6042 -0.4421
H -2.1090 -2.1723 -1.2620
H -2.0433 -3.4708 -0.6074
O 1.3948 -2.0267 0.0622
H 2.5353 0.1215 -1.6067
O -3.0515 0.9081 2.7014
H -2.8790 0.0139 2.3317
H -3.9615 0.8645 3.0470
O 1.0444 -3.7723 1.8575
H 1.7749 -4.2739 2.1857
H 0.5441 -3.4151 2.5921
O 1.9778 0.2409 -4.9243
H 1.7968 -0.7043 -4.8456
H 2.0655 0.6385 -4.0336
O 1.4600 -3.3548 -2.3199
H 1.4380 -2.8103 -1.5494
H 0.8570 -4.0516 -2.0475
O -0.3111 3.3189 1.1295
H -0.8670 3.1512 1.9772
H 0.3668 2.6374 1.3035
H 0.4925 -1.7977 -0.1121
H 1.2197 -2.5331 0.8555
*
```

Löwdin atomic charge list, values in e, 5 entries:
1. O -0.053
2. H 0.008
3. H 0.058
4. O -0.069
5. H -0.012

> HOMO of number 2 (H42O21)?

-10.35 eV